# 1
Below is a 3-piece molecular cluster, CHCl3O3 overall, with properties calculated with ωB97M-V with the def2-TZVPD basis set.

Positions of all 8 atoms, in Å:
Cl: -2.31 0.66 0.97
Cl: -1.99 2.36 -0.36
Cl: 1.09 -2.33 0.47
O: 1.57 1.23 0.53
O: 1.20 1.00 -1.71
O: -1.57 -0.54 0.50
C: 1.42 1.09 -0.56
H: 0.60 -3.47 0.16

Calculated values
LUMO, eV: -2.32
Total charge: 0
ΔE to the lowest compared entry with this formula, charge and spin, eV: 0.0000
M, g mol⁻¹: 167.38


# 2
Below is a 2-piece molecular cluster, CHCl4PS overall, with properties calculated with ωB97M-V with the def2-TZVPD basis set.

Positions of all 8 atoms, in Å:
Cl: 1.15 0.75 -1.75
Cl: 1.12 -2.35 -0.42
Cl: -1.27 2.13 0.47
Cl: -0.69 -0.71 2.10
S: -1.92 -0.80 -1.00
P: -0.91 0.13 0.33
C: 0.88 0.36 -0.19
H: 1.64 0.48 0.47

Calculated values
LUMO (alpha / beta), eV: -2.76 / -2.71
Total charge: 0
ΔE to the lowest compared entry with this formula, charge and spin, eV: 1.6251
M, g mol⁻¹: 217.87


# 3
Below is an isolated molecule of CHCl4PS, with properties calculated with ωB97M-V with the def2-TZVPD basis set.

Positions of all 8 atoms, in Å:
Cl: -1.47 1.92 0.56
Cl: -0.63 -0.70 2.07
Cl: 0.69 -2.22 -0.24
Cl: 1.19 0.83 -1.83
S: -2.03 -0.80 -1.05
P: -0.68 -0.11 0.22
C: 1.01 0.51 -0.21
H: 1.92 0.57 0.47

Calculated values
LUMO (alpha / beta), eV: -3.44 / -3.44
Total charge: 0
ΔE to the lowest compared entry with this formula, charge and spin, eV: 2.1958
M, g mol⁻¹: 217.87


# 4
Below is a 2-piece molecular cluster, CHClF2O overall, with properties calculated with ωB97M-V with the def2-TZVPD basis set.

Positions of all 6 atoms, in Å:
Cl: -2.11 -0.49 -0.19
F: 3.23 -1.12 -0.07
F: 2.73 0.92 -0.29
O: 1.10 -0.54 0.00
C: 2.22 -0.28 -0.11
H: -0.84 -0.47 -0.07

Calculated values
LUMO, eV: 0.48
Total charge: 0
ΔE to the lowest compared entry with this formula, charge and spin, eV: 0.0000
M, g mol⁻¹: 102.47